{"formula": "C5H4IN2O2", "method": "ωB97M-V/def2-TZVPD", "elements": ["C", "C", "C", "C", "C", "N", "N", "O", "O", "I", "H", "H", "H", "H"], "coordinates": [[-0.2232, 0.3227, 1.5427], [-0.2627, 0.2190, 0.1886], [1.1939, -1.3297, 0.9075], [-0.8165, 0.9591, -2.3035], [-1.1311, 1.3325, -0.8880], [0.6825, -0.6649, 1.9942], [0.6072, -0.8087, -0.2078], [-0.1511, 0.0260, -2.6067], [-1.7425, 2.2714, -0.5759], [2.4027, -2.9813, 0.9741], [-0.7972, 1.0310, 2.1955], [-1.3943, 1.6427, -3.1154], [0.7464, -0.8934, 2.9748], [0.8858, -1.1264, -1.0799]], "forces_ev_per_a": [[0.05, -0.29, 0.05], [-1.34, 2.02, -1.64], [-1.53, 0.83, 0.66], [-2.26, 1.68, -2.83], [2.80, -2.80, 1.41], [-0.73, 0.54, -1.87], [0.24, 0.51, 4.56], [0.60, -0.48, 0.00], [-0.64, 0.58, 0.98], [-0.01, 0.22, -0.01], [0.89, -1.02, -0.65], [1.31, -1.23, 1.65], [0.55, -0.30, -0.08], [0.09, -0.26, -2.23]], "nbo_charge": [-0.051, 0.010, 0.238, 0.345, 0.537, -0.500, -0.491, -0.470, -0.385, 0.378, 0.285, 0.170, 0.463, 0.470], "molar_mass_g_mol": 251.0, "e_lumo_ev": -4.84, "gap_ev": 9.00, "homo_energy_ha": -0.50866, "charge": 1, "smiles": "O=CC(=O)c1c[nH]c(I)[nH+]1", "fmax_ev_per_a": 4.6}

***

{"formula": "C4H8N2O2", "method": "ωB97M-V/def2-TZVPD", "elements": ["C", "C", "C", "N", "C", "O", "O", "N", "H", "H", "H", "H", "H", "H", "H", "H"], "coordinates": [[-2.1258, -0.2185, -0.9392], [0.8887, -0.2301, 1.1503], [-1.1084, 0.3935, -1.4494], [0.9503, 1.1299, 1.2284], [-0.0856, 1.0073, -1.9541], [-0.2055, -0.6919, 1.7925], [-0.2551, -2.0960, 1.8035], [1.6959, -1.0600, 0.6397], [0.5657, -2.3305, 1.3034], [0.1061, 1.5938, 1.5223], [1.4980, 1.6081, 0.5335], [2.5044, -0.6704, 0.1798], [-3.0020, -0.4418, -1.5260], [-2.1404, -0.5439, 0.0881], [0.7198, 0.4672, -2.4258], [-0.0062, 2.0835, -1.9470]], "forces_ev_per_a": [[-0.37, -0.22, 0.16], [0.44, -0.01, -0.12], [0.02, 0.05, -0.02], [-0.06, 0.07, 0.27], [0.28, 0.18, -0.24], [-0.21, 0.59, 0.11], [-0.07, -0.53, 0.03], [0.00, -0.36, -0.11], [0.05, 0.16, -0.05], [0.01, 0.04, -0.07], [-0.11, -0.10, 0.00], [-0.02, 0.15, 0.04], [-0.11, 0.02, -0.20], [0.13, -0.03, 0.20], [0.10, -0.18, -0.05], [-0.09, 0.17, 0.04]], "nbo_charge": [-0.495, 0.691, 0.111, -0.825, -0.525, -0.263, -0.421, -0.836, 0.489, 0.403, 0.399, 0.368, 0.225, 0.239, 0.224, 0.217], "molar_mass_g_mol": 116.1, "relative_energy_kcal_mol": 127.11, "e_lumo_ev": 0.73, "gap_ev": 10.62, "homo_energy_ha": -0.36334, "charge": 0, "smiles": "[H]/N=C(\\N)OO.C=C=C", "fmax_ev_per_a": 0.6}

***

{"formula": "C10H15N3", "method": "ωB97M-V/def2-TZVPD", "elements": ["C", "C", "C", "C", "C", "C", "C", "C", "C", "C", "N", "N", "N", "H", "H", "H", "H", "H", "H", "H", "H", "H", "H", "H", "H", "H", "H", "H"], "coordinates": [[1.6145, -1.3333, -0.0986], [-1.4979, 1.3154, -0.0711], [-2.0056, -0.8317, 0.0868], [0.3148, -1.7780, -0.0753], [2.0657, 0.0132, -0.0377], [-0.2530, 0.7335, -0.0015], [-0.2005, -3.1232, 0.0202], [3.3917, 0.4157, 0.2492], [-3.8924, 0.7493, -0.1213], [1.4830, 2.3389, -0.1529], [-2.4815, 0.3869, -0.0447], [-0.6110, -0.7708, 0.0465], [1.0904, 0.9877, -0.0401], [2.4616, -1.9567, -0.0444], [-1.8072, 2.3026, -0.2043], [-2.6658, -1.6633, 0.1964], [0.6406, -3.7556, -0.5188], [-0.1171, -3.4493, 1.1378], [-1.2139, -3.1915, -0.4532], [4.1298, -0.4088, 0.2373], [3.7178, 1.1676, -0.4602], [3.6209, 1.0767, 1.2557], [-3.9779, 1.7781, -0.6062], [-4.5038, -0.0281, -0.6984], [-4.2012, 0.7556, 0.8693], [2.1925, 2.4758, -0.8956], [0.6629, 3.1567, -0.3156], [2.0428, 2.6365, 0.7408]], "forces_ev_per_a": [[0.55, 0.79, 0.09], [1.70, 0.13, -0.20], [1.80, 0.59, -0.50], [0.42, 2.09, 0.87], [-4.64, -0.10, 1.24], [-1.61, -4.75, -0.38], [2.05, -2.50, 0.01], [3.51, 1.59, 1.80], [-0.81, 0.18, -2.48], [-1.03, 3.82, 1.67], [0.85, -0.86, -0.12], [-1.67, 3.33, 0.00], [-0.35, -0.92, -0.51], [0.37, -1.45, -0.20], [0.07, 1.48, -0.04], [0.17, -0.63, -0.05], [-2.18, 0.71, 0.91], [-0.64, 0.44, -1.89], [1.08, -0.48, 0.61], [-0.57, 0.42, -0.01], [0.30, 0.01, -0.56], [-1.21, -1.90, -2.02], [0.02, -1.55, 0.69], [1.11, 1.17, 0.69], [-1.10, 0.36, 1.76], [1.07, 0.07, -1.90], [1.15, -2.08, 0.33], [-0.41, 0.05, 0.20]], "nbo_charge": [-0.295, -0.067, 0.262, 0.371, 0.407, 0.375, -0.702, -0.733, -0.422, -0.447, -0.226, -0.318, -0.309, 0.269, 0.269, 0.272, 0.297, 0.310, 0.260, 0.291, 0.287, 0.319, 0.262, 0.267, 0.245, 0.244, 0.268, 0.248], "molar_mass_g_mol": 177.3, "relative_energy_kcal_mol": 0.00, "e_lumo_ev": -8.70, "gap_ev": 8.37, "homo_energy_ha": -0.62716, "charge": 2, "smiles": "Cc1cc(C)[n+]2cn(C)cc2[n+]1C", "fmax_ev_per_a": 5.0}

***

{"formula": "C4H6F3N2OS", "method": "ωB97M-V/def2-TZVPD", "elements": ["C", "C", "C", "C", "N", "N", "O", "F", "F", "F", "S", "H", "H", "H", "H", "H", "H"], "coordinates": [[1.4301, 0.6368, -0.3379], [-0.0345, -0.8082, 1.4365], [-0.7726, -0.7493, 0.1205], [-1.8775, 0.3194, -0.1126], [0.6369, -0.1429, -0.9528], [2.3868, 1.3731, -0.8474], [-1.2470, -1.8783, -0.3540], [-1.3729, 1.5525, -0.0511], [-2.4129, 0.2211, -1.2836], [-2.8780, 0.2299, 0.8006], [1.1766, 0.5473, 1.3722], [-0.6692, -0.8923, 2.2922], [0.6376, -1.6539, 1.5055], [0.3558, 0.1364, -1.9548], [2.4426, 1.9604, -1.6628], [3.0601, 1.7252, -0.2214], [-0.8617, -2.5769, 0.2509]], "forces_ev_per_a": [[-0.12, -0.42, 1.37], [1.36, 0.45, -1.52], [1.03, 1.15, -1.41], [-0.19, 1.24, 1.21], [-4.75, -0.95, -2.66], [0.94, 1.02, -0.03], [0.82, -1.76, 1.37], [0.33, 0.35, 0.56], [-0.43, -0.85, -1.54], [1.13, -0.38, -0.22], [0.72, 1.12, 1.97], [-0.50, 0.84, 0.63], [-0.25, -0.75, -0.49], [0.73, -1.03, 1.78], [-0.88, -0.66, -0.78], [0.76, 0.31, 1.21], [-0.70, 0.31, -1.46]], "nbo_charge": [0.352, -0.615, 0.458, 0.927, -0.611, -0.751, -0.596, -0.314, -0.278, -0.299, 0.369, 0.300, 0.259, 0.428, 0.444, 0.418, 0.508], "molar_mass_g_mol": 187.2, "relative_energy_kcal_mol": 0.00, "e_lumo_ev": -3.77, "gap_ev": 10.59, "homo_energy_ha": -0.52767, "charge": 1, "fmax_ev_per_a": 5.5}